No. 1
20
Properties=species:S:1:pos:R:3 method="wB97M-V/def2-TZVPD" gap_ev=8.91 homo_ev=-8.25 largest_force_ev_per_a=1.5 de_lowest_ev=3.858
C 1.89 -1.30 0.47
C 0.65 2.08 -0.45
C 0.31 0.87 0.37
O 1.28 -0.38 -0.43
O 0.31 0.83 1.58
H 2.98 -1.16 0.44
H 1.67 -2.33 0.16
H 1.53 -1.14 1.48
H 0.55 1.90 -1.51
H 1.70 2.34 -0.23
H 0.01 2.91 -0.14
C -2.11 -0.42 0.71
C -1.22 0.06 -0.41
C -0.41 -0.87 -1.11
H -1.63 0.86 -1.02
H -3.07 -0.78 0.33
H -2.28 0.38 1.43
H -1.63 -1.24 1.26
H -0.17 -0.70 -2.15
H -0.37 -1.90 -0.78

No. 2
20
Properties=species:S:1:pos:R:3 method="wB97M-V/def2-TZVPD" gap_ev=9.65 homo_ev=-9.02 largest_force_ev_per_a=3.2 de_lowest_ev=4.565
C 0.08 0.56 -0.25
C 0.27 -0.70 0.51
C 2.92 -0.91 -0.26
C -2.39 -0.07 -0.95
C -1.49 0.55 0.08
C -1.90 1.26 1.12
O 2.09 -0.48 0.81
O 0.86 1.54 0.22
H 1.82 0.72 0.68
H 0.14 0.39 -1.35
H 0.10 -0.64 1.58
H 0.06 -1.65 0.03
H 2.56 -0.53 -1.23
H 3.93 -0.52 -0.11
H 2.94 -2.00 -0.30
H -2.35 0.49 -1.88
H -3.42 -0.08 -0.60
H -2.09 -1.09 -1.18
H -2.95 1.45 1.30
H -1.19 1.73 1.78

No. 3
20
Properties=species:S:1:pos:R:3 method="wB97M-V/def2-TZVPD" gap_ev="8.39 / 8.39" homo_ev="-8.67 / -8.67" largest_force_ev_per_a=0.5 de_lowest_ev=5.465
C 0.91 0.70 0.64
C 0.17 -1.40 -0.54
C 1.05 -0.82 0.60
C -0.20 -0.01 -1.90
C -0.48 1.04 0.16
C -1.62 0.45 0.79
O 1.06 1.27 1.95
O -0.96 -1.91 -0.21
H 1.96 1.11 2.25
H -1.63 -0.67 0.34
H 1.63 1.16 -0.05
H 0.76 -1.96 -1.28
H 0.68 -1.24 1.53
H 2.09 -1.11 0.48
H -0.60 1.93 -0.44
H -1.14 0.54 -1.97
H 0.64 0.62 -2.19
H -0.30 -0.83 -2.60
H -2.56 0.95 0.61
H -1.45 0.20 1.84